DFT (wB97M-V/def2-TZVPD) results for the ion C5H13N3 with charge +2 in a non-equilibrium geometry.

As for the spin multiplicity: 1. As for the SMILES: C/[NH+]=C/N[C@@]1(C)C[NH2+]1. The energy above the lowest of the compared OMol25 structures with the same formula, charge and spin is 107.05 kJ/mol. As for the charge: +2. The value obtained for the HOMO-LUMO gap is 11.973 eV.

Each atom is followed by the atoms it is bonded to, with distances in Å.
Atoms and positions in Å:
1 C -3.3785 0.0013 -0.2773  N2 1.482, H9 1.050, H10 1.197, H11 1.130
2 N -1.9103 0.1461 -0.1322  C1 1.482, C3 1.256, H12 1.007
3 C -1.1684 0.1337 0.8817  N2 1.256, N4 1.308, H13 1.045
4 N 0.1282 0.0436 1.0282  C3 1.308, C5 1.445, H14 0.986
5 C 1.1548 -0.1006 0.0208  N4 1.445, C6 1.499, C7 1.507, N8 1.495
6 C 1.4690 -1.4484 -0.5555  C5 1.499, H15 1.148, H16 1.129, H17 1.124
7 C 1.5445 1.1829 -0.6666  C5 1.507, N8 1.554, H18 1.044, H19 1.103
8 N 2.4133 0.5709 0.4678  C5 1.495, C7 1.554, H20 0.963, H21 1.044
9 H -3.8326 0.2826 0.6270  C1 1.050
10 H -3.4650 -1.1824 -0.4342  C1 1.197
11 H -3.8637 0.5904 -1.1108  C1 1.130
12 H -1.5024 0.0629 -1.0489  N2 1.007
13 H -1.7321 0.4154 1.7156  C3 1.045
14 H 0.6080 0.0838 1.8885  N4 0.986
15 H 1.9957 -2.0417 0.2742  C6 1.148
16 H 2.2767 -1.3732 -1.3404  C6 1.129
17 H 0.4953 -1.9693 -0.7637  C6 1.124
18 H 1.9381 1.1332 -1.6319  C7 1.044
19 H 1.0967 2.1631 -0.4320  C7 1.103
20 H 3.2185 0.1294 0.1775  N8 0.963
21 H 2.5142 1.1763 1.3121  N8 1.044